1.
Computed, not measured: C34H44BCaN11 as an isolated structure, with ωB97M-V/def2-TZVPD.

Geometry as XYZ:
```
91
C34H44BCaN11 ωB97M-V/def2-TZVPD
Ca 0.075 0.295 -0.294
C -2.979 0.941 -2.495
C -1.747 0.298 -3.038
C -1.568 -0.314 -4.286
C -0.255 -0.730 -4.295
N 0.309 -0.385 -3.122
N -0.608 0.241 -2.347
B 1.801 -0.613 -2.740
N 2.428 0.651 -2.086
C 3.681 1.097 -2.276
C 3.845 2.254 -1.546
C 2.616 2.452 -0.906
C 2.216 3.593 -0.027
N 1.774 1.469 -1.225
N 1.914 -1.744 -1.684
C 2.802 -2.741 -1.547
C 2.583 -3.354 -0.329
C 1.532 -2.639 0.252
C 0.895 -2.832 1.589
N 1.138 -1.667 -0.579
N 2.530 -0.942 -4.030
C 2.795 -2.128 -4.638
C 3.203 -1.863 -5.917
C 3.145 -0.455 -6.029
C 3.464 0.381 -7.224
N 2.728 0.082 -4.898
H -3.458 1.544 -3.266
H -2.736 1.587 -1.651
H -3.694 0.186 -2.166
H -2.291 -0.421 -5.076
H 0.301 -1.231 -5.071
H 4.375 0.590 -2.921
H 4.723 2.874 -1.482
H 2.438 4.534 -0.529
H 2.769 3.584 0.913
H 1.145 3.560 0.175
H 3.548 -2.946 -2.294
H 3.114 -4.194 0.085
H 1.222 -3.772 2.028
H -0.193 -2.849 1.507
H 1.176 -2.019 2.263
H 2.647 -3.070 -4.135
H 3.509 -2.572 -6.669
H 3.998 -0.211 -7.965
H 4.073 1.239 -6.942
H 2.548 0.760 -7.679
N -1.312 1.776 1.022
C -2.623 2.094 1.480
C -2.848 3.368 1.995
C -4.082 3.734 2.494
C -5.103 2.798 2.512
C -4.887 1.536 1.994
C -3.662 1.154 1.433
C -3.499 -0.174 0.787
C -4.620 -0.995 0.558
C -4.521 -2.225 -0.062
C -3.295 -2.701 -0.503
C -2.166 -1.911 -0.317
C -2.309 -0.696 0.308
H -0.729 2.604 1.093
H -0.885 1.082 1.639
H -2.029 4.079 2.002
H -4.236 4.731 2.886
H -6.072 3.051 2.921
H -5.706 0.835 2.037
H -5.599 -0.655 0.858
H -5.415 -2.816 -0.211
H -3.205 -3.662 -0.988
H -1.211 -2.265 -0.692
C 2.155 0.995 6.653
C 1.164 1.841 5.857
N 1.421 1.844 4.416
C 2.393 2.806 3.912
C 3.799 2.249 3.691
C 0.818 0.986 3.563
C -0.276 0.101 4.105
N 1.090 0.876 2.299
H 1.862 0.976 7.703
H 3.163 1.402 6.594
H 2.172 -0.032 6.284
H 1.200 2.873 6.204
H 0.155 1.481 6.042
H 2.438 3.632 4.621
H 2.010 3.222 2.976
H 4.253 1.944 4.631
H 4.429 3.024 3.251
H 3.791 1.387 3.022
H -1.110 0.702 4.472
H 0.081 -0.524 4.923
H -0.632 -0.547 3.307
H 1.859 1.471 2.000
```

The calculated total energy is -71477.88838 eV. The energy above the lowest of the compared OMol25 structures with the same formula, charge and spin is 38.6 kcal per mole. Its expectation value of S² is 0.759. As for the spin multiplicity: 2. The charge is +1. As for the HOMO energy (spin up / spin down): -11.03 / -11.03 eV. As for the max |F|: 2.14 eV/A. The HOMO-LUMO gap (spin up / spin down) is 8.9 / 7.1 eV.

---

2.
Computed, not measured: a 4-piece molecular cluster, C34H44BClF3O15P overall, with ωB97M-V/def2-TZVPD.

Geometry as XYZ:
```
99
C34H44BClF3O15P ωB97M-V/def2-TZVPD
C 6.658 -1.729 2.363
C 6.125 -1.097 1.055
C 5.185 -2.086 0.336
C 3.968 -1.409 -0.359
O 2.700 -1.592 0.197
P 1.916 -3.145 0.403
C 0.360 -2.292 -0.156
C -0.066 -1.151 0.795
C -1.561 -0.844 0.686
O -2.018 -0.198 1.861
C -2.810 -1.021 2.690
C 2.485 -3.199 2.167
C 2.790 -1.831 2.837
C 2.704 -1.947 4.334
F 1.453 -1.979 4.879
C 3.771 -1.967 5.175
F 4.722 -2.907 5.189
F 4.004 -1.027 6.105
C 1.014 -4.879 0.531
C 0.115 -5.272 1.694
C -0.621 -6.603 1.394
Cl -1.108 -4.079 2.224
B 2.848 -3.984 -1.093
C 2.421 -3.775 -2.586
O 3.918 -4.805 -0.871
H 5.920 -2.408 2.785
H 6.866 -0.974 3.117
H 7.559 -2.312 2.196
H 5.609 -0.180 1.321
H 6.992 -0.935 0.425
H 4.901 -2.931 0.956
H 5.762 -2.508 -0.486
H 4.184 -0.346 -0.206
H 4.044 -1.466 -1.451
H 0.629 -1.810 -1.092
H -0.463 -2.986 -0.268
H 0.072 -1.497 1.818
H 0.517 -0.259 0.602
H -1.714 -0.149 -0.141
H -2.087 -1.779 0.499
H -2.206 -1.609 3.381
H -3.499 -1.646 2.124
H -3.425 -0.373 3.312
H 3.369 -3.838 2.219
H 1.769 -3.654 2.846
H 3.800 -1.496 2.649
H 2.028 -1.099 2.594
H 0.457 -5.032 -0.399
H 1.789 -5.652 0.497
H 0.734 -5.497 2.556
H -1.623 -6.433 1.023
H -0.014 -7.138 0.669
H -0.627 -7.217 2.290
H 1.837 -2.862 -2.692
H 3.281 -3.685 -3.244
H 1.802 -4.611 -2.909
H 4.026 -5.009 0.060
O -0.069 1.406 -2.319
C -0.793 2.383 -2.256
C -0.545 3.509 -1.370
C -1.402 4.538 -1.348
O -1.238 5.599 -0.567
C -2.629 4.564 -2.217
O -3.370 5.526 -2.128
C -2.865 3.451 -3.117
C -2.007 2.423 -3.142
O -2.156 1.370 -3.937
H 0.338 3.476 -0.749
H -1.998 6.183 -0.748
H -3.742 3.495 -3.745
H -1.400 0.784 -3.746
O -1.455 0.400 5.555
C -1.616 1.594 5.386
C -1.801 2.209 4.083
C -1.956 3.536 3.990
O -2.131 4.163 2.831
C -1.941 4.425 5.202
O -2.069 5.623 5.036
C -1.777 3.807 6.508
C -1.626 2.480 6.602
O -1.473 1.850 7.760
H -1.808 1.561 3.215
H -2.211 5.110 3.049
H -1.784 4.453 7.375
H -1.383 0.903 7.539
O -5.038 5.740 -10.280
C -4.869 5.210 -9.198
C -5.527 5.640 -7.976
C -5.270 5.010 -6.823
O -5.841 5.358 -5.677
C -4.307 3.855 -6.749
O -4.107 3.337 -5.665
C -3.667 3.411 -7.973
C -3.926 4.041 -9.127
O -3.378 3.686 -10.280
H -6.214 6.471 -8.042
H -5.489 4.757 -4.996
H -2.990 2.571 -7.910
H -3.732 4.303 -10.948
```

The calculated total energy is -97319.56408 eV. The energy above the lowest of the compared OMol25 structures with the same formula, charge and spin is 23.5 kcal per mole. The structure (SMILES) is CCCCOP(CCCOC)(CCC(F)=C(F)F)(C[C@H](C)Cl)B(C)O.O=C1C=C(O)C(=O)C=C1O.O=C1C=C(O)C(=O)C=C1O.O=C1C=C(O)C(=O)C=C1O. The charge is 0. As for the HOMO energy: -8.33 eV. As for the max |F|: 2.34 eV/A. The HOMO-LUMO gap is 6.7 eV.

---

3.
Computed, not measured: C34H44F4N3O3ReS as an isolated structure, with ωB97M-V/def2-TZVPD.

Geometry as XYZ:
```
90
C34H44F4N3O3ReS ωB97M-V/def2-TZVPD
Re -0.013 -0.355 -0.493
C -1.762 -0.237 -3.211
N -0.457 0.257 -2.727
C -0.315 1.642 -3.199
C 0.630 -0.536 -3.339
C 0.585 -1.984 -2.840
N -0.166 -2.019 -1.588
C -0.760 -3.212 -1.216
C -1.936 -3.174 -0.456
F -2.365 -1.966 -0.045
C -2.650 -4.300 -0.128
F -3.772 -4.180 0.581
C -2.210 -5.548 -0.524
C -1.030 -5.622 -1.234
F -0.545 -6.809 -1.593
C -0.319 -4.490 -1.584
F 0.845 -4.651 -2.227
H -1.810 -0.152 -4.301
H -2.557 0.361 -2.774
H -1.920 -1.275 -2.934
H -0.434 1.681 -4.286
H 0.666 2.025 -2.944
H -1.071 2.269 -2.736
H 1.577 -0.076 -3.058
H 0.541 -0.513 -4.429
H 1.605 -2.341 -2.696
H 0.108 -2.630 -3.578
H -2.754 -6.443 -0.258
C -1.325 0.831 0.837
C -0.053 1.427 1.233
C 0.151 2.522 0.323
C -1.044 2.692 -0.436
C -1.975 1.722 -0.116
C -3.455 1.768 -0.379
C -4.106 0.384 -0.348
C -4.018 2.607 0.794
C -3.807 2.487 -1.685
C 1.298 3.501 0.139
C 1.594 3.718 -1.356
C 0.868 4.867 0.714
C 2.624 3.050 0.756
C 0.455 1.274 2.685
C 0.383 2.661 3.357
C 1.875 0.693 2.857
C -0.499 0.385 3.500
H -1.911 0.247 1.530
H -1.216 3.512 -1.117
H -3.917 -0.130 0.594
H -3.734 -0.250 -1.154
H -5.185 0.486 -0.459
H -3.837 2.117 1.752
H -5.095 2.726 0.664
H -3.560 3.596 0.817
H -3.388 1.986 -2.558
H -3.453 3.519 -1.676
H -4.890 2.512 -1.802
H 0.710 3.991 -1.931
H 2.047 2.823 -1.784
H 2.313 4.532 -1.454
H 0.005 5.261 0.174
H 1.692 5.574 0.604
H 0.607 4.811 1.767
H 2.890 2.054 0.394
H 2.610 3.043 1.841
H 3.412 3.736 0.443
H 1.207 3.308 3.071
H 0.432 2.531 4.439
H -0.560 3.158 3.120
H 2.535 0.923 2.025
H 1.824 -0.385 2.965
H 2.324 1.088 3.770
H -1.485 0.844 3.598
H -0.086 0.268 4.502
H -0.596 -0.613 3.079
O 2.242 -0.723 -0.713
C 2.181 -1.530 0.258
N 1.037 -1.603 0.927
S 1.053 -2.913 2.006
O 0.836 -2.459 3.339
O 0.227 -3.965 1.501
C 2.761 -3.292 1.694
C 3.537 -4.286 2.244
C 4.835 -4.423 1.760
C 5.321 -3.580 0.765
C 4.527 -2.579 0.221
C 3.235 -2.449 0.701
H 3.143 -4.942 3.009
H 5.468 -5.204 2.157
H 6.331 -3.715 0.403
H 4.899 -1.916 -0.548
```

The calculated total energy is -70411.85355 eV. The energy above the lowest of the compared OMol25 structures with the same formula, charge and spin is 47.2 kcal per mole. Its expectation value of S² is 1.028. As for the spin multiplicity: 2. The charge is +1. As for the HOMO energy (spin up / spin down): -10.91 / -11.13 eV. As for the max |F|: 1.41 eV/A. The HOMO-LUMO gap (spin up / spin down) is 6.3 / 7.1 eV.